1.
ORCA calculation (ωB97M-V/def2-TZVPD) on the molecule C5H7NO.

Geometry as ORCA input:
```
! RIJCOSX wB97M-V def2-TZVPD def2/J DEFGRID3
* xyz 0 1
O 0.963 -1.864 -0.960
N 0.861 1.734 0.501
C -1.654 0.275 0.634
C -0.142 -1.637 -0.261
C 0.669 0.501 -0.164
C -0.343 -0.350 0.160
C 1.689 -0.757 -1.054
H -2.296 -0.510 0.992
H 0.442 2.588 0.143
H -1.651 1.012 1.441
H -2.165 0.762 -0.202
H 2.539 -1.103 -1.714
H 1.849 1.882 0.578
H -0.727 -2.506 -0.095
*
```

M	97.12	g mol⁻¹
structure (SMILES)	Cc1cocc1N
calculated total energy	-324.56202	hartree

2.
ORCA calculation (ωB97M-V/def2-TZVPD) on a structure of composition C10H8N3O6Tc.

Geometry as ORCA input:
```
! RIJCOSX wB97M-V def2-TZVPD def2/J DEFGRID3
* xyz 3 4
Tc -0.066 -0.251 -0.362
O -0.325 1.915 1.888
O 0.692 -3.357 -0.745
O -3.192 -0.341 -0.552
O 1.703 -0.278 2.095
O 0.909 2.107 -2.405
O 3.111 -0.220 -0.396
N 0.974 -1.716 3.723
N -1.851 -3.029 1.126
N -0.171 -1.504 1.645
C 2.063 -1.280 4.597
C -0.960 -2.530 2.000
C 1.960 -0.222 -0.324
C 0.116 -2.695 4.127
C -0.196 1.069 1.104
C 0.869 -1.135 2.475
C -0.886 -3.088 3.297
C 0.346 -2.260 -0.663
C 0.406 1.324 -1.697
C -2.029 -0.360 -0.479
H 2.716 -2.135 4.802
H 1.649 -0.923 5.545
H 0.298 -3.077 5.128
H 2.624 -0.481 4.107
H -1.571 -3.871 3.582
H -2.525 -3.710 1.450
H -2.064 -2.576 0.244
H -0.722 1.372 -1.023
*
```

M	364.19	g mol⁻¹
calculated total energy	-1081.12136	hartree

3.
ORCA calculation (ωB97M-V/def2-TZVPD) on the ion C8H13N4 with charge +1.

Geometry as ORCA input:
```
! RIJCOSX wB97M-V def2-TZVPD def2/J DEFGRID3
* xyz 1 1
N 0.425 -1.894 0.420
N -0.108 -1.046 -3.221
N 1.667 -2.836 -1.312
N -0.313 1.702 -2.449
C 0.440 1.297 -1.419
C 1.469 -2.735 -0.096
C -0.809 0.155 0.758
C -0.240 0.237 2.161
C 0.912 -0.028 -1.166
C 0.501 -0.940 -2.213
C 0.140 -0.766 0.080
C -1.163 1.182 3.042
H -0.877 0.996 0.192
H 0.730 2.126 -0.767
H -0.369 1.074 -3.253
H -0.456 2.692 -2.587
H -0.285 -1.819 -3.845
H 2.066 -3.404 0.639
H 2.015 -0.116 -0.729
H -0.877 2.257 3.215
H 0.688 0.662 2.226
H -0.118 -0.613 2.665
H -1.930 -0.209 0.905
H -1.257 0.822 4.111
H -2.249 1.203 2.640
*
```

M	165.22	g mol⁻¹
calculated total energy	-531.17619	hartree

4.
ORCA calculation (ωB97M-V/def2-TZVPD) on a structure of composition C5H5LuO3.

Geometry as ORCA input:
```
! RIJCOSX wB97M-V def2-TZVPD def2/J DEFGRID3
* xyz 1 2
Lu 1.388 1.605 -0.215
O -1.825 -0.144 0.783
O -0.900 1.696 -0.033
O 2.255 -1.482 0.610
C -1.049 -1.803 -0.752
C -2.131 -1.463 0.254
C 0.220 -1.474 -0.511
C -1.685 0.762 -0.153
C 1.289 -0.814 -0.121
H -2.364 0.686 -1.022
H 2.978 -0.879 0.796
H -2.168 -2.116 1.133
H -3.124 -1.444 -0.219
H -1.364 -2.318 -1.665
*
```

M	288.06	g mol⁻¹
calculated total energy	-1654.36764	hartree

5.
ORCA calculation (ωB97M-V/def2-TZVPD) on a cluster of 12 separate species, C48H66F30O26 in total.

Geometry as ORCA input:
```
! RIJCOSX wB97M-V def2-TZVPD def2/J DEFGRID3
* xyz -1 2
F -7.511 -6.081 1.332
F -4.010 1.325 -6.615
F 1.653 -3.005 0.406
F 7.253 -2.536 -5.501
F -0.966 -4.155 2.452
F 0.130 -5.619 -2.793
F 5.936 3.409 2.848
F 0.231 10.066 -2.894
F -0.196 -3.308 -0.798
F -3.379 0.498 -8.522
F -0.018 6.396 4.045
F -7.103 -7.133 3.082
F -1.872 9.565 -2.796
F 1.761 -6.923 -2.134
F 3.178 2.263 -0.997
F 5.483 -3.360 -6.579
F -5.106 -0.289 -7.488
F 4.823 5.234 3.343
F 0.076 6.494 1.900
F 1.275 -1.827 -1.417
F 1.902 -4.920 -1.695
F -1.658 7.277 3.006
F -1.318 -3.149 4.317
F 2.664 0.691 -2.544
F 0.766 -3.402 3.672
F 5.305 4.771 1.209
F 5.724 -1.240 -6.374
F 3.505 0.086 -0.674
F -0.914 10.577 -1.064
F -6.889 -8.158 1.156
O -0.665 -1.566 1.604
O 0.514 1.350 7.490
O 4.004 -1.920 -4.356
O -4.294 -7.301 1.990
O -2.505 -1.761 -7.253
O -1.342 -6.180 4.153
O 0.801 -5.788 4.805
O -5.193 -5.264 1.355
O -1.429 7.699 -0.816
O 5.621 -3.343 -3.497
O 2.807 3.972 1.448
O -2.723 -0.511 -5.343
O 0.668 7.648 -1.667
O -1.287 0.123 6.885
O -3.214 2.754 -2.634
O 3.507 2.224 2.865
O 5.428 0.319 -2.950
O -2.596 4.998 1.933
O -4.675 1.300 -3.676
O -4.505 1.458 -1.327
O 5.686 2.078 -1.531
O 3.377 -5.719 -3.996
O 1.460 -4.972 -4.875
O -1.294 1.049 8.788
O 0.109 0.005 0.085
O -0.958 3.901 3.210
C -1.399 0.991 4.684
C 5.070 -2.539 -4.459
C -2.073 -1.413 -4.460
C 1.442 -5.741 -2.626
C 2.366 0.367 3.345
C -0.458 -3.985 3.653
C 3.527 1.070 -1.560
C 1.104 -7.115 5.190
C 2.222 1.686 2.733
C -0.793 9.669 -2.109
C -1.059 -0.276 5.527
C -4.203 1.824 -2.629
C -3.394 3.847 1.632
C 3.633 3.436 2.260
C -0.894 2.058 9.653
C -0.726 6.303 2.937
C -4.791 4.344 1.198
C 4.726 -2.621 -1.341
C -0.388 -5.397 4.196
C 7.634 2.975 -0.687
C -2.991 3.457 -3.796
C -1.805 -0.554 -3.181
C 2.172 -5.444 -3.918
C -4.217 -3.076 1.080
C -1.398 4.916 2.739
C -6.718 -7.009 1.888
C -2.935 -0.781 -6.608
C -5.535 0.342 0.526
C 5.924 -2.418 -5.770
C -0.557 0.798 7.711
C 1.939 -4.680 -6.200
C -3.886 0.210 -7.324
C 6.983 2.336 -1.882
C -5.272 -6.509 1.758
C -0.015 -1.297 0.563
C -3.965 -4.601 1.122
C 4.956 4.212 2.419
C 4.804 -3.699 -2.378
C 4.962 1.144 -2.157
C 0.907 6.229 -1.280
C -0.575 1.074 0.710
C 0.377 5.325 -2.387
C -5.476 0.507 -1.034
C -0.564 8.243 -1.455
C 0.687 -2.381 -0.354
C -0.451 2.397 -0.014
C 1.123 -7.172 6.725
C 1.642 -3.178 -6.507
H -0.958 2.369 -0.979
H -1.728 0.699 3.687
H 1.909 1.549 1.698
H 2.101 -2.527 -5.764
H 0.566 -3.006 -6.496
H -2.971 3.313 0.782
H 0.567 5.956 -0.281
H -5.205 5.013 1.953
H 0.813 5.525 -3.366
H -4.553 -2.818 2.084
H 1.287 -5.255 -6.858
H -0.570 1.696 4.616
H -3.537 3.182 2.484
H 4.271 -1.718 -1.749
H 3.760 -3.814 -2.670
H -0.423 2.930 9.200
H 7.475 1.409 -2.175
H -6.398 -0.109 1.016
H -5.226 -0.446 -1.500
H 7.519 2.305 0.166
H -2.467 4.400 -3.645
H 5.776 -2.487 -1.082
H -4.686 4.922 0.280
H -4.706 -0.276 0.870
H -3.342 -4.872 1.974
H -2.678 -0.609 -2.531
H 0.536 4.250 -2.304
H -0.905 -0.930 -2.694
H -1.492 0.452 -3.464
H -0.074 -0.725 5.399
H -0.712 5.346 -2.348
H 5.099 -4.625 -1.885
H 4.225 -2.969 -0.437
H -0.389 1.033 1.783
H 2.031 -2.961 -7.502
H -0.246 1.663 10.436
H -2.212 1.581 5.106
H 7.224 3.965 -0.487
H -4.002 3.669 -4.144
H -3.444 -4.925 0.221
H -5.422 1.262 1.100
H -3.279 -2.580 0.830
H -6.447 0.808 -1.426
H -2.644 -2.314 -4.236
H -2.430 2.959 -4.586
H 6.928 3.011 -2.737
H 8.706 3.069 -0.856
H 1.978 6.046 -1.191
H -0.871 3.268 0.490
H 0.260 -6.603 7.070
H 2.753 0.369 4.364
H 1.061 -8.174 7.150
H 2.113 -7.233 4.794
H 1.476 -0.262 3.327
H 3.059 -0.289 2.820
H -1.107 -1.775 -4.813
H -5.451 3.510 0.961
H 2.127 -6.784 6.896
H -4.928 -2.837 0.289
H 2.934 -5.037 -6.468
H -1.776 2.412 10.189
H -1.646 0.873 0.755
H 1.500 2.292 3.281
H 0.392 -7.795 4.725
H -1.797 -1.041 5.285
H 0.586 2.714 -0.121
*
```

M	1628.97	g mol⁻¹
calculated total energy	-6820.82487	hartree

6.
ORCA calculation (ωB97M-V/def2-TZVPD) on a structure of composition C38H36CdN3OSTe.

Geometry as ORCA input:
```
! RIJCOSX wB97M-V def2-TZVPD def2/J DEFGRID3
* xyz 0 2
Te 0.924 -0.805 0.489
Cd -1.483 2.292 -0.575
S -5.668 -0.235 -1.480
O -1.858 2.504 1.649
N -3.646 1.166 -0.871
N 0.627 3.965 0.037
N -0.535 0.839 0.964
C -3.993 0.096 -1.523
C 3.707 -1.556 -1.119
C -1.056 1.525 1.942
C 3.264 -2.717 -0.248
C -0.668 -1.888 -0.411
C -5.923 1.159 -0.519
C -1.956 -2.077 0.117
C -2.413 -1.601 1.472
C 3.698 -4.980 0.532
C 0.142 0.426 3.919
C 0.438 7.196 -1.756
C 4.037 -3.878 -0.241
C 1.782 2.607 -3.599
C -2.876 -2.792 -0.659
C -0.233 2.114 -2.327
C -0.850 1.263 3.415
C 0.691 4.467 -2.354
C 0.587 4.901 -1.023
C 0.761 3.019 -2.732
C 2.102 -2.669 0.535
C -1.267 -3.134 -2.404
C 0.501 -3.791 2.190
C 4.568 -6.212 0.563
C -4.742 1.778 -0.290
C 0.596 6.789 -3.073
C -1.602 1.673 5.678
C 0.256 0.207 5.285
C -0.339 -2.430 -1.656
C 2.545 -4.911 1.304
C 0.440 6.255 -0.740
C -2.551 -3.309 -1.902
C 0.805 0.428 -3.769
C 1.814 1.318 -4.110
C 1.745 -3.773 1.329
C -1.712 1.895 4.312
C 0.715 5.436 -3.356
C -0.183 0.827 -2.877
C -0.619 0.824 6.168
H -2.468 2.561 3.917
H -6.908 1.438 -0.179
H 0.333 8.248 -1.516
H 1.291 3.219 -0.122
H 0.788 -0.573 -4.190
H 0.617 7.516 -3.875
H 1.036 -0.446 5.659
H 0.271 -2.800 2.576
H -3.300 -0.556 -2.044
H 0.621 -4.472 3.035
H -0.991 -3.548 -3.366
H 0.765 4.381 0.944
H -2.282 2.168 6.359
H 0.835 -0.051 3.245
H 0.669 -2.302 -2.039
H -4.599 2.666 0.308
H 3.993 -7.108 0.317
H 4.989 -6.357 1.561
H -0.531 0.646 7.233
H -3.872 -2.952 -0.257
H 2.619 1.013 -4.770
H -3.152 -2.292 1.881
H 2.260 -5.769 1.909
H 4.926 -3.918 -0.863
H -0.943 0.098 -2.609
H -0.362 -4.128 1.608
H 2.573 3.307 -3.852
H 3.984 -0.688 -0.516
H 4.573 -1.836 -1.719
H -1.587 -1.518 2.176
H 0.801 5.109 -4.386
H 2.912 -1.232 -1.793
H 5.394 -6.132 -0.143
H -2.874 -0.613 1.403
H 0.339 6.569 0.295
H -3.291 -3.861 -2.470
*
```

M	822.80	g mol⁻¹
calculated total energy	-2543.03409	hartree

7.
ORCA calculation (ωB97M-V/def2-TZVPD) on a cluster of 2 separate species, C12H15IO in total.

Geometry as ORCA input:
```
! RIJCOSX wB97M-V def2-TZVPD def2/J DEFGRID3
* xyz 0 1
I -3.680 -0.850 -0.193
O -3.034 2.301 -1.522
C -1.998 3.100 0.453
C -0.600 -1.025 -0.761
C 1.134 0.512 -0.528
C 1.674 -1.663 -1.154
C -0.126 -1.898 0.366
C 1.350 -1.722 0.371
C -1.811 -0.703 -1.232
C -2.350 3.165 -0.850
C -1.787 3.010 1.788
C 1.555 -0.245 0.835
C 0.653 -0.543 -1.476
C -0.972 -2.730 0.896
H -0.928 2.436 2.046
H 1.220 -2.570 -1.551
H 0.344 1.262 -0.211
H -2.098 -2.653 0.632
H -0.778 -3.521 1.652
H 2.676 -1.397 -1.509
H 1.723 -2.500 1.046
H -1.900 3.957 -1.538
H -3.356 1.539 -0.957
H 0.807 -0.027 1.532
H -2.412 3.636 2.481
H 1.977 0.908 -1.032
H 0.586 -0.365 -2.557
H 2.601 -0.105 1.119
H -1.965 -0.063 -2.040
*
```

M	302.15	g mol⁻¹
structure (SMILES)	C=C1/C(=C\I)[C@H]2CC[C@@H]1C2.C=C=CO
calculated total energy	-839.01227	hartree

8.
ORCA calculation (ωB97M-V/def2-TZVPD) on the molecule C3H8NP.

Geometry as ORCA input:
```
! RIJCOSX wB97M-V def2-TZVPD def2/J DEFGRID3
* xyz 0 1
P -1.501 -0.724 0.569
N 0.037 -0.585 -0.117
C 1.145 0.134 0.453
C 0.264 -1.009 -1.473
C -1.688 1.168 1.410
H -0.639 -1.589 -1.749
H 0.294 0.044 -2.011
H 0.895 0.738 1.249
H 1.916 -0.506 0.684
H 1.214 -1.611 -1.790
H -0.993 1.955 1.238
H 1.645 0.659 -0.439
H -2.590 1.326 1.975
*
```

M	89.08	g mol⁻¹
structure (SMILES)	C=PN(C)C
calculated total energy	-515.07035	hartree